Entry 1:
The following is a quantum chemistry calculation of C16H19F3GeN2O4Pd as an isolated structure at a distorted geometry, from the OMol25 dataset.

Geometry as XYZ:
```
46
Properties=species:S:1:pos:R:3:nbo_charge:R:1
Pd -0.3123 -0.3550 -0.2018 0.98
O -2.3349 -3.7415 0.7070 -0.61
C -1.5051 -2.8614 0.6089 0.74
O -1.3999 -2.0130 -0.3552 -0.74
C -0.4424 -2.7097 1.6688 0.11
C -0.2327 -3.7375 2.5732 -0.21
C 0.7534 -3.5984 3.5286 -0.15
C 1.4875 -2.4239 3.5526 -0.25
C 1.2094 -1.4424 2.6208 0.05
N 0.2663 -1.5719 1.6803 -0.47
H -0.8560 -4.6163 2.4933 0.26
H 0.9458 -4.3855 4.2464 0.22
H 2.2686 -2.2605 4.2820 0.23
H 1.7639 -0.5197 2.6363 0.21
F -5.2348 1.7285 -4.5485 -0.31
C -4.1561 1.0283 -4.9179 0.97
F -4.5811 -0.1165 -5.4726 -0.31
F -3.5253 1.7252 -5.8760 -0.31
C -3.2305 0.7566 -3.7581 -0.08
C -2.0650 0.0415 -3.9842 -0.21
C -1.2169 -0.1811 -2.9210 0.08
N -1.4888 0.2776 -1.6945 -0.38
C -2.6107 0.9557 -1.4764 0.08
C -3.5162 1.2194 -2.4892 -0.21
H -1.8181 -0.3309 -4.9683 0.24
H -0.2947 -0.7284 -3.0404 0.23
H -2.7781 1.3037 -0.4678 0.23
H -4.4161 1.7794 -2.2849 0.25
O 0.6279 1.2793 -0.6728 -0.56
O 1.8303 1.7874 -0.0537 -0.32
C 4.6162 3.0258 0.6377 -1.08
Ge 3.6300 2.0189 1.9712 1.60
C 2.8525 3.2226 3.2893 -1.09
C 4.7613 0.6602 2.8073 -1.09
C 2.1233 1.0747 1.1007 -0.51
H 5.4421 3.5558 1.1148 0.23
H 3.9581 3.7498 0.1599 0.24
H 5.0207 2.3671 -0.1305 0.24
H 3.6230 3.7486 3.8544 0.23
H 2.2188 2.6787 3.9910 0.23
H 2.2393 3.9639 2.7749 0.24
H 5.7818 1.0279 2.9251 0.24
H 4.7930 -0.2329 2.1813 0.23
H 4.3888 0.3799 3.7944 0.23
H 2.3791 0.0311 0.8651 0.17
H 1.2486 1.0914 1.7670 0.17
```

Results
Frontier orbital gap (eV): 7.6
Total energy (Eh): -3535.87170
HOMO level (eV): -7.95
Energy relative to the best compared isomer or geometry (same formula, charge and spin) (kJ/mol): 152.40
Charge: 0

Entry 2:
The following is a quantum chemistry calculation of an isolated molecule of C2H3NO2 at a distorted geometry, from the OMol25 dataset.

Geometry as XYZ:
```
8
Properties=species:S:1:pos:R:3:nbo_charge:R:1
C 0.3039 0.2087 0.0309 0.52
C -1.1172 -0.0269 -0.0619 -0.77
N 1.3146 0.9468 0.0757 -0.10
O 1.8052 -1.1694 -0.1518 -0.39
O 2.3781 0.2321 0.0036 -0.10
H -1.3031 -1.0076 -0.5453 0.29
H -1.6562 -0.0270 0.9936 0.25
H -1.7252 0.8432 -0.3449 0.28
```

Results
Frontier orbital gap (eV): 9.1
Total energy (Eh): -282.96707
HOMO level (eV): -9.79
Energy relative to the best compared isomer or geometry (same formula, charge and spin) (kJ/mol): 763.85
Charge: 0

Entry 3:
The following is a quantum chemistry calculation of a 2-piece molecular cluster, C5H11O2 overall at a distorted geometry, from the OMol25 dataset.

Geometry as XYZ:
```
18
Properties=species:S:1:pos:R:3:mulliken_spin:R:1
C -2.1487 -1.5678 -0.8695 0.00
C -1.6590 -0.9073 -2.1297 0.00
H -1.8958 -2.6229 -0.7273 0.00
H -1.8170 -1.0784 0.0464 0.00
H -3.2331 -1.6350 -0.6957 0.00
H -2.4505 -0.3725 -2.6507 0.00
H -1.0979 -1.6234 -2.7243 0.00
H -0.9579 -0.1177 -1.8549 0.00
C 2.0903 0.9446 1.3992 0.04
C 1.0459 2.0465 1.2656 0.01
C 1.6048 -0.3983 0.7986 -0.01
O 0.4383 -0.7137 0.8871 0.04
O 2.5324 -1.0607 0.1980 0.90
H 3.0329 1.3214 1.0054 0.01
H 2.2217 0.7624 2.4676 0.00
H 0.0249 1.6676 1.1920 0.00
H 1.1131 2.5939 0.3200 0.00
H 1.1558 2.7613 2.0723 0.01
```

Results
Frontier orbital gap (spin up / spin down) (eV): 11.7 / 7.5
Total energy (Eh): -347.50328
2S+1: 2
HOMO level (spin up / spin down) (eV): -10.90 / -10.74
⟨S²⟩: 0.75
Energy relative to the best compared isomer or geometry (same formula, charge and spin) (kJ/mol): 38.82
Charge: 0

Entry 4:
The following is a quantum chemistry calculation of an isolated molecule of C20H25N3O2, from the OMol25 dataset.

Geometry as XYZ:
```
50
Properties=species:S:1:pos:R:3:nbo_charge:R:1
N -2.8723 -2.8300 -1.0168 -0.84
C -3.3277 -2.0133 -2.1268 -0.21
C -2.6752 -0.6282 -2.0613 -0.41
C -3.5101 0.3699 -1.2575 -0.41
C -2.7670 1.6831 -0.9843 -0.41
C -1.9109 1.7449 0.3007 -0.03
C -2.7230 1.9893 1.5805 -0.22
N -3.4196 0.7893 1.9660 -0.61
C -2.8907 -0.4418 1.7930 0.59
O -3.5158 -1.4588 2.0018 -0.58
C -1.4398 -0.4503 1.3127 0.58
O -0.6747 -1.3367 1.6292 -0.58
N -1.0817 0.5759 0.5039 -0.44
C 0.2644 0.5733 -0.0362 -0.22
C 1.2720 1.1696 0.9592 -0.43
C 2.6752 1.0493 0.4359 0.01
C 3.2805 2.1423 -0.1301 -0.21
C 4.5820 2.0761 -0.6455 -0.21
C 5.2774 0.9031 -0.5912 -0.21
C 4.6962 -0.2492 -0.0224 0.02
C 5.4068 -1.4664 0.0368 -0.20
C 4.8408 -2.5830 0.5826 -0.21
C 3.5364 -2.5261 1.0939 -0.21
C 2.8198 -1.3618 1.0555 -0.20
C 3.3738 -0.1873 0.4976 -0.08
H -3.1436 -2.4379 -0.1208 0.37
H -3.2706 -3.7604 -1.0695 0.36
H -4.4258 -1.8970 -2.1771 0.16
H -3.0085 -2.5200 -3.0430 0.19
H -1.6922 -0.7569 -1.6103 0.21
H -2.5376 -0.2385 -3.0724 0.20
H -3.8312 -0.0924 -0.3271 0.20
H -4.4133 0.5979 -1.8295 0.21
H -3.4828 2.5060 -0.9283 0.21
H -2.1144 1.8834 -1.8371 0.21
H -1.2368 2.6041 0.1891 0.21
H -3.4468 2.7903 1.4219 0.22
H -2.0363 2.2992 2.3819 0.20
H -4.3611 0.8477 2.3267 0.41
H 0.2720 1.1375 -0.9711 0.20
H 0.5352 -0.4639 -0.2450 0.24
H 1.1719 0.6426 1.9088 0.23
H 1.0341 2.2232 1.1277 0.20
H 2.7490 3.0832 -0.1773 0.20
H 5.0251 2.9598 -1.0810 0.21
H 6.2826 0.8382 -0.9828 0.21
H 6.4116 -1.4957 -0.3611 0.21
H 5.3909 -3.5119 0.6240 0.21
H 3.0940 -3.4135 1.5213 0.22
H 1.8179 -1.3577 1.4547 0.24
```

Results
Frontier orbital gap (eV): 8.5
Total energy (Eh): -1091.90831
SMILES string: NCCCC[C@H]1CNC(=O)C(=O)N1CCc1cccc2ccccc12
HOMO level (eV): -8.06
Energy relative to the best compared isomer or geometry (same formula, charge and spin) (kJ/mol): 51.89
Charge: 0

Entry 5:
The following is a quantum chemistry calculation of an isolated molecule of C7H12O3S at a distorted geometry, from the OMol25 dataset.

Geometry as XYZ:
```
23
Properties=species:S:1:pos:R:3:nbo_charge:R:1
C -1.2842 -1.0431 0.9109 -0.65
C 0.1077 -0.7769 0.6123 0.29
O 0.7568 -2.0367 0.4949 -0.72
C 0.6964 0.1043 1.7724 -0.41
C 0.6753 1.5476 1.1818 -0.42
C 1.2036 1.2662 -0.1661 -0.41
C 0.4476 0.0768 -0.7771 -0.33
C -0.7011 0.4898 -1.5649 -0.56
S -0.9123 -0.3428 -2.9485 2.00
O -2.1919 0.0104 -3.6064 -0.87
O -0.2821 -1.6216 -3.0966 -0.87
H -1.8517 -1.6377 0.1711 0.21
H -1.9088 -0.1957 1.0910 0.22
H -1.2960 -1.5190 1.8286 0.22
H 0.1533 -2.6556 0.0357 0.47
H 1.6977 -0.0895 2.0528 0.22
H 0.0415 -0.0799 2.7364 0.21
H 1.3201 2.1573 1.7545 0.22
H -0.2297 2.1886 1.2788 0.21
H 1.4342 2.2409 -0.7861 0.22
H 2.2556 1.0939 0.0312 0.22
H 0.9913 -0.6508 -1.3741 0.27
H -1.1232 1.4733 -1.6327 0.26
```

Results
Frontier orbital gap (eV): 8.3
Total energy (Eh): -897.70950
SMILES string: C[C@]1(O)CCC[C@@H]1C=S(=O)=O
HOMO level (eV): -9.17
Energy relative to the best compared isomer or geometry (same formula, charge and spin) (kJ/mol): 293.08
Charge: 0